A single C11H18N4O3 molecule in a non-equilibrium geometry. Source: OMol25; level of theory: the ωB97M-V functional and the def2-TZVPD basis.

Computed properties:
Orbital gap   0.351 Eh
Energy relative to the best compared isomer or geometry (same formula, charge and spin)   60.21 kcal/mol
Total energy   -23800.883 eV
SMILES   CC(C)[C@H](N)C(=O)N[C@@H](Cc1c[nH]cn1)C(=O)O

Each line ends with the natural charge from an NBO analysis.
Cartesian coordinates (Å):
C 3.045 -1.929 -0.258  -0.599
C 2.600 -0.529 0.392  -0.211
C 2.184 -0.507 1.906  -0.628
C 1.750 0.282 -0.571  -0.130
N 2.169 0.171 -2.050  -0.857
C 1.498 1.777 -0.187  0.672
O 2.328 2.598 -0.471  -0.596
N 0.221 2.137 0.177  -0.630
C -1.044 1.402 -0.007  -0.141
C -1.392 0.354 1.075  -0.458
C -2.144 -0.679 0.377  0.115
C -1.904 -1.907 -0.202  -0.110
N -3.130 -2.377 -0.720  -0.517
C -3.982 -1.312 -0.565  0.212
N -3.412 -0.348 0.136  -0.524
C -2.075 2.560 -0.020  0.761
O -1.755 3.652 -0.427  -0.580
O -3.346 2.337 0.147  -0.676
H 3.637 -2.496 0.492  0.202
H 3.568 -1.561 -1.113  0.241
H 2.175 -2.482 -0.445  0.191
H 3.583 0.052 0.437  0.199
H 2.988 -1.065 2.426  0.221
H 1.352 -1.168 2.269  0.202
H 2.159 0.523 2.227  0.220
H 0.724 -0.269 -0.672  0.176
H 2.869 0.877 -2.334  0.372
H 1.461 0.294 -2.753  0.365
H 0.240 3.007 0.691  0.420
H -0.966 1.104 -1.061  0.241
H -0.510 0.039 1.635  0.252
H -2.060 0.859 1.727  0.236
H -1.027 -2.561 -0.037  0.230
H -3.279 -2.817 -1.569  0.414
H -5.024 -1.378 -0.880  0.211
H -3.501 1.357 0.227  0.504

***

A single C11H18O4Si molecule in a non-equilibrium geometry. Source: OMol25; level of theory: the ωB97M-V functional and the def2-TZVPD basis.

Computed properties:
Orbital gap   0.330 Eh
Energy relative to the best compared isomer or geometry (same formula, charge and spin)   49.17 kcal/mol
Total energy   -27766.714 eV
SMILES   C[Si](C)(C)CCOC(=O)/C=C/C=C/C(=O)O

Each line ends with the natural charge from an NBO analysis.
Cartesian coordinates (Å):
C -2.004 2.838 1.351  -1.111
Si -1.069 3.329 -0.205  1.625
C -2.364 3.888 -1.415  -1.115
C 0.129 4.763 -0.102  -1.114
C -0.249 1.743 -0.826  -0.889
C -1.141 0.501 -0.967  -0.082
O -0.442 -0.708 -0.779  -0.500
C -0.391 -1.003 0.586  0.745
O -0.870 -0.318 1.488  -0.580
C 0.401 -2.181 0.999  -0.254
C 1.304 -2.770 0.197  -0.167
C 1.935 -3.999 0.584  -0.162
C 2.600 -4.819 -0.222  -0.279
C 2.938 -6.254 0.099  0.754
O 3.423 -6.948 -0.768  -0.580
O 2.693 -6.691 1.361  -0.686
H -2.803 3.546 1.635  0.234
H -1.270 2.764 2.179  0.239
H -2.443 1.845 1.246  0.245
H -2.895 3.116 -1.938  0.235
H -3.141 4.389 -0.925  0.236
H -1.875 4.589 -2.082  0.230
H 0.726 4.891 -1.011  0.242
H 0.854 4.718 0.719  0.242
H -0.449 5.696 -0.030  0.241
H 0.099 2.013 -1.816  0.226
H 0.596 1.467 -0.194  0.240
H -1.654 0.441 -1.941  0.194
H -1.920 0.606 -0.185  0.199
H 0.268 -2.584 1.982  0.224
H 1.457 -2.366 -0.796  0.224
H 1.668 -4.358 1.582  0.217
H 2.802 -4.557 -1.231  0.223
H 3.085 -7.587 1.426  0.503

***

A molecular structure, C11H19AgF2NO8 in a non-equilibrium geometry. Source: OMol25; level of theory: the ωB97M-V functional and the def2-TZVPD basis.

Computed properties:
Multiplicity   2
Orbital gap (alpha / beta)   0.186 / 0.158 Eh
Energy relative to the best compared isomer or geometry (same formula, charge and spin)   90.87 kcal/mol
Total energy   -39010.327 eV
Total charge   -2

Each line ends with the natural charge from an NBO analysis.
Cartesian coordinates (Å):
Ag -0.963 0.526 1.350  1.250
F -0.404 0.855 3.470  -0.931
F -3.188 1.199 2.006  -0.805
C -1.662 -3.757 0.493  -0.654
C -1.718 -2.876 1.750  0.091
C -0.425 -3.071 2.612  -0.641
O -2.057 -1.540 1.673  -0.657
H -2.453 -3.312 -0.111  0.206
H -1.767 -4.824 0.685  0.183
H -0.736 -3.576 -0.053  0.183
H -2.580 -3.192 2.338  0.146
H -0.446 -2.485 3.531  0.239
H 0.479 -2.762 2.087  0.200
H -0.227 -4.106 2.889  0.155
N -1.196 3.965 1.531  0.741
O -2.308 4.263 1.901  -0.487
O -0.880 2.871 1.021  -0.603
O -0.379 4.867 1.550  -0.597
O -0.746 0.044 -0.966  -0.539
C -0.951 -0.267 -2.132  0.774
O -1.087 0.739 -3.022  -0.475
C -1.315 0.079 -4.399  -0.066
C -1.735 -1.257 -4.023  -0.438
C -1.040 -1.582 -2.760  -0.532
H -0.415 -0.077 -4.993  0.159
H -1.995 0.631 -5.048  0.192
H -1.789 -1.885 -4.912  0.207
H -2.800 -1.116 -3.838  0.209
H 0.013 -1.842 -2.866  0.234
H -1.642 -2.252 -2.145  0.271
O 1.412 0.173 0.860  -0.612
C 2.266 1.091 0.932  0.811
O 3.277 1.026 1.725  -0.473
C 4.282 2.001 1.625  -0.058
C 3.716 2.873 0.589  -0.434
C 2.248 2.469 0.279  -0.544
H 5.218 1.552 1.294  0.161
H 4.461 2.685 2.455  0.181
H 4.258 2.576 -0.309  0.186
H 3.862 3.905 0.905  0.211
H 1.980 2.412 -0.776  0.229
H 1.434 2.976 0.798  0.325

***

A molecular structure, C11H19AgNO7 in a non-equilibrium geometry. Source: OMol25; level of theory: the ωB97M-V functional and the def2-TZVPD basis.

Computed properties:
Orbital gap   0.066 Eh
Energy relative to the best compared isomer or geometry (same formula, charge and spin)   73.99 kcal/mol
Total energy   -31526.108 eV
Total charge   -3

Each line ends with the natural charge from an NBO analysis.
Cartesian coordinates (Å):
Ag -0.749 0.933 2.431  0.832
C -1.280 -2.151 3.934  0.841
O -1.497 -2.883 5.007  -0.914
O -0.947 -0.893 4.206  -0.882
O -2.303 -2.277 3.113  -0.929
C -0.366 2.954 4.368  0.880
O -0.758 3.000 5.607  -0.898
O -1.367 3.019 3.558  -0.952
O 0.633 2.202 4.103  -0.913
C -0.497 -1.740 0.170  -0.705
C 0.735 -1.152 -0.549  0.109
C 0.751 -1.738 -1.980  -0.376
C -0.262 -1.088 -2.952  -0.412
C -0.004 0.435 -3.005  -0.394
C -0.032 1.078 -1.605  0.124
N 0.798 0.284 -0.695  -0.230
O 0.983 0.893 0.559  -0.560
C 0.693 2.393 -1.820  -0.624
C -1.485 1.280 -1.108  -0.663
C 2.060 -1.685 0.089  -0.610
H -1.458 -1.795 -0.344  0.201
H -0.816 -1.106 1.014  0.266
H -0.247 -2.605 0.784  0.254
H 1.765 -1.506 -2.330  0.177
H 0.617 -2.818 -2.040  0.202
H -1.257 -1.280 -2.545  0.206
H -0.121 -1.648 -3.879  0.186
H -0.702 0.983 -3.643  0.194
H 0.970 0.627 -3.467  0.186
H 0.725 2.967 -0.887  0.232
H 1.751 2.283 -2.061  0.200
H 0.112 3.029 -2.492  0.196
H -1.404 1.850 -0.176  0.250
H -2.100 1.984 -1.674  0.194
H -1.893 0.286 -0.948  0.228
H 2.428 -2.635 -0.303  0.189
H 1.928 -1.953 1.141  0.245
H 2.800 -0.885 0.072  0.204
H 1.797 1.359 0.347  0.470

***

2 unconnected molecules or ions with the total composition C11H19B in a non-equilibrium geometry. Source: OMol25; level of theory: the ωB97M-V functional and the def2-TZVPD basis.

Computed properties:
Orbital gap (alpha / beta)   0.265 / 0.265 Eh
Energy relative to the best compared isomer or geometry (same formula, charge and spin)   66.50 kcal/mol
Total energy   -12388.277 eV

Each line ends with the natural charge from an NBO analysis.
Cartesian coordinates (Å):
B 0.412 0.068 0.485  0.990
C 0.843 1.242 1.326  -0.761
C 0.269 2.441 1.051  -0.072
C -0.611 2.640 -0.067  -0.297
C -0.953 1.665 -0.920  -0.063
C -0.471 0.251 -0.803  -0.610
C 1.734 -2.193 2.490  -0.649
C 1.612 0.807 -2.193  -0.608
C -2.636 -0.481 0.344  -0.608
C 0.815 -2.299 1.314  -0.524
C 0.356 -0.051 -2.084  -0.349
C -1.691 -0.701 -0.830  -0.353
H 1.514 1.177 2.174  0.227
H 0.469 3.311 1.668  0.207
H -0.991 3.644 -0.215  0.213
H -1.587 1.889 -1.769  0.202
H 2.670 -1.710 2.218  0.200
H 1.272 -1.623 3.295  0.201
H 1.977 -3.186 2.887  0.199
H 2.157 0.563 -3.103  0.213
H 2.264 0.636 -1.340  0.208
H 1.355 1.863 -2.220  0.208
H -3.454 -1.197 0.303  0.212
H -3.057 0.522 0.322  0.205
H -2.106 -0.607 1.287  0.212
H 1.231 -2.775 0.437  0.185
H -0.193 -2.616 1.543  0.185
H 0.638 -1.105 -2.070  0.214
H -0.274 0.120 -2.961  0.200
H -2.241 -0.563 -1.766  0.196
H -1.322 -1.729 -0.803  0.216

***

A single C11H19BO molecule in a non-equilibrium geometry. Source: OMol25; level of theory: the ωB97M-V functional and the def2-TZVPD basis.

Computed properties:
Multiplicity   3
Orbital gap (alpha / beta)   0.207 / 0.239 Eh
Total energy   -14431.142 eV

Each line ends with the natural charge from an NBO analysis.
Cartesian coordinates (Å):
B 0.938 0.316 0.566  0.784
C 2.125 -0.116 1.363  -0.775
C 2.640 -1.348 1.514  -0.196
C -1.052 0.744 -2.174  -0.428
C -2.372 0.621 0.452  -0.421
C 0.168 1.409 -1.578  -0.399
C -1.328 1.789 0.540  -0.405
C -1.023 -0.751 -2.029  -0.377
C -1.998 -0.899 0.570  -0.400
C 0.102 1.547 0.013  -0.610
C -1.080 -1.486 -0.567  0.069
C 3.977 -1.723 2.205  -0.621
O 0.165 -1.659 -0.036  -0.266
H 2.859 0.708 1.774  0.238
H 2.102 -2.190 0.902  0.188
H -1.934 1.121 -1.876  0.208
H -1.005 0.814 -3.194  0.221
H -3.133 0.706 1.172  0.220
H -3.010 0.842 -0.384  0.201
H 0.986 0.872 -1.811  0.206
H 0.435 2.417 -1.788  0.217
H -1.532 2.670 -0.095  0.204
H -1.132 2.071 1.527  0.216
H -1.918 -1.305 -2.527  0.225
H -0.100 -1.238 -2.293  0.222
H -1.575 -1.141 1.539  0.235
H -2.797 -1.597 0.557  0.229
H 0.726 2.441 0.499  0.265
H -1.594 -2.551 -0.751  0.154
H 4.432 -2.356 1.569  0.203
H 3.713 -2.192 3.035  0.201
H 4.685 -0.849 2.507  0.191

***

Among the records above, which one has the highest total energy? C11H19B

***

Repeat the third record exactly.
A molecular structure, C11H19AgF2NO8 in a non-equilibrium geometry. Source: OMol25; level of theory: the ωB97M-V functional and the def2-TZVPD basis.

Computed properties:
Multiplicity   2
Orbital gap (alpha / beta)   0.186 / 0.158 Eh
Energy relative to the best compared isomer or geometry (same formula, charge and spin)   90.87 kcal/mol
Total energy   -39010.327 eV
Total charge   -2

Each line ends with the natural charge from an NBO analysis.
Cartesian coordinates (Å):
Ag -0.963 0.526 1.350  1.250
F -0.404 0.855 3.470  -0.931
F -3.188 1.199 2.006  -0.805
C -1.662 -3.757 0.493  -0.654
C -1.718 -2.876 1.750  0.091
C -0.425 -3.071 2.612  -0.641
O -2.057 -1.540 1.673  -0.657
H -2.453 -3.312 -0.111  0.206
H -1.767 -4.824 0.685  0.183
H -0.736 -3.576 -0.053  0.183
H -2.580 -3.192 2.338  0.146
H -0.446 -2.485 3.531  0.239
H 0.479 -2.762 2.087  0.200
H -0.227 -4.106 2.889  0.155
N -1.196 3.965 1.531  0.741
O -2.308 4.263 1.901  -0.487
O -0.880 2.871 1.021  -0.603
O -0.379 4.867 1.550  -0.597
O -0.746 0.044 -0.966  -0.539
C -0.951 -0.267 -2.132  0.774
O -1.087 0.739 -3.022  -0.475
C -1.315 0.079 -4.399  -0.066
C -1.735 -1.257 -4.023  -0.438
C -1.040 -1.582 -2.760  -0.532
H -0.415 -0.077 -4.993  0.159
H -1.995 0.631 -5.048  0.192
H -1.789 -1.885 -4.912  0.207
H -2.800 -1.116 -3.838  0.209
H 0.013 -1.842 -2.866  0.234
H -1.642 -2.252 -2.145  0.271
O 1.412 0.173 0.860  -0.612
C 2.266 1.091 0.932  0.811
O 3.277 1.026 1.725  -0.473
C 4.282 2.001 1.625  -0.058
C 3.716 2.873 0.589  -0.434
C 2.248 2.469 0.279  -0.544
H 5.218 1.552 1.294  0.161
H 4.461 2.685 2.455  0.181
H 4.258 2.576 -0.309  0.186
H 3.862 3.905 0.905  0.211
H 1.980 2.412 -0.776  0.229
H 1.434 2.976 0.798  0.325

***

Which value of total energy does entry 2 give? -27766.714 eV

***

Please write out number 1 again, unchanged.
A single C11H18N4O3 molecule in a non-equilibrium geometry. Source: OMol25; level of theory: the ωB97M-V functional and the def2-TZVPD basis.

Computed properties:
Orbital gap   0.351 Eh
Energy relative to the best compared isomer or geometry (same formula, charge and spin)   60.21 kcal/mol
Total energy   -23800.883 eV
SMILES   CC(C)[C@H](N)C(=O)N[C@@H](Cc1c[nH]cn1)C(=O)O

Each line ends with the natural charge from an NBO analysis.
Cartesian coordinates (Å):
C 3.045 -1.929 -0.258  -0.599
C 2.600 -0.529 0.392  -0.211
C 2.184 -0.507 1.906  -0.628
C 1.750 0.282 -0.571  -0.130
N 2.169 0.171 -2.050  -0.857
C 1.498 1.777 -0.187  0.672
O 2.328 2.598 -0.471  -0.596
N 0.221 2.137 0.177  -0.630
C -1.044 1.402 -0.007  -0.141
C -1.392 0.354 1.075  -0.458
C -2.144 -0.679 0.377  0.115
C -1.904 -1.907 -0.202  -0.110
N -3.130 -2.377 -0.720  -0.517
C -3.982 -1.312 -0.565  0.212
N -3.412 -0.348 0.136  -0.524
C -2.075 2.560 -0.020  0.761
O -1.755 3.652 -0.427  -0.580
O -3.346 2.337 0.147  -0.676
H 3.637 -2.496 0.492  0.202
H 3.568 -1.561 -1.113  0.241
H 2.175 -2.482 -0.445  0.191
H 3.583 0.052 0.437  0.199
H 2.988 -1.065 2.426  0.221
H 1.352 -1.168 2.269  0.202
H 2.159 0.523 2.227  0.220
H 0.724 -0.269 -0.672  0.176
H 2.869 0.877 -2.334  0.372
H 1.461 0.294 -2.753  0.365
H 0.240 3.007 0.691  0.420
H -0.966 1.104 -1.061  0.241
H -0.510 0.039 1.635  0.252
H -2.060 0.859 1.727  0.236
H -1.027 -2.561 -0.037  0.230
H -3.279 -2.817 -1.569  0.414
H -5.024 -1.378 -0.880  0.211
H -3.501 1.357 0.227  0.504